[1]
{"formula": "C34H55N4OOsP2S", "method": "ωB97M-V with the def2-TZVPD basis set", "total_charge": 3, "orbital_gap_ev": [5.475, 3.812], "e_homo_ev": [-13.98, -16.40], "spin_multiplicity": 5, "s_squared": 6.0584, "species": ["C", "C", "C", "C", "C", "H", "H", "H", "N", "P", "P", "C", "H", "H", "C", "H", "C", "C", "C", "C", "C", "H", "H", "H", "C", "H", "H", "H", "C", "H", "H", "H", "C", "H", "H", "H", "C", "H", "H", "H", "C", "H", "H", "H", "C", "H", "H", "H", "C", "H", "H", "H", "C", "H", "H", "H", "C", "H", "H", "H", "C", "H", "H", "H", "C", "H", "H", "H", "Os", "C", "O", "N", "C", "C", "C", "C", "C", "H", "C", "H", "C", "H", "H", "H", "C", "N", "C", "S", "N", "C", "H", "H", "H", "H", "H", "H", "H", "H"], "coordinates": [[0.268, 3.335, -0.589], [-0.942, 1.856, -1.902], [-0.259, 4.430, -1.269], [-1.590, 2.912, -2.555], [-1.266, 4.217, -2.205], [0.123, 5.417, -1.019], [-2.271, 2.659, -3.366], [-1.752, 5.059, -2.695], [-0.290, 2.121, -0.731], [1.354, 2.138, 1.613], [-2.018, -1.189, -2.411], [1.513, 3.399, 0.273], [2.404, 3.137, -0.326], [1.665, 4.414, 0.658], [-0.651, 0.563, -2.566], [-0.910, 0.624, -3.630], [-1.305, -2.334, -3.690], [-3.135, -2.200, -1.275], [3.078, 1.471, 1.895], [0.612, 3.262, 2.941], [-0.127, -3.047, -3.006], [-0.426, -3.603, -2.110], [0.294, -3.773, -3.714], [0.655, -2.336, -2.707], [-2.334, -3.345, -4.249], [-2.752, -4.054, -3.527], [-3.157, -2.817, -4.752], [-1.813, -3.944, -5.011], [-0.826, -1.505, -4.902], [-0.791, -2.154, -5.784], [-1.538, -0.700, -5.129], [0.174, -1.084, -4.764], [-2.580, -3.597, -0.961], [-1.675, -3.518, -0.341], [-3.341, -4.142, -0.381], [-2.351, -4.202, -1.841], [-3.257, -1.463, 0.061], [-2.306, -1.509, 0.605], [-3.524, -0.408, -0.069], [-4.022, -1.950, 0.687], [-4.505, -2.219, -1.975], [-4.495, -2.785, -2.911], [-5.244, -2.675, -1.304], [-4.823, -1.193, -2.201], [0.459, 2.463, 4.242], [0.004, 3.130, 4.990], [-0.216, 1.604, 4.110], [1.425, 2.122, 4.640], [-0.777, 3.757, 2.492], [-0.737, 4.301, 1.540], [-1.500, 2.939, 2.409], [-1.143, 4.452, 3.261], [1.477, 4.510, 3.191], [1.036, 5.040, 4.047], [2.515, 4.279, 3.446], [1.462, 5.208, 2.346], [3.606, 0.900, 0.564], [3.880, 1.693, -0.145], [4.506, 0.304, 0.781], [2.860, 0.238, 0.087], [3.005, 0.330, 2.925], [2.385, -0.494, 2.540], [4.025, -0.050, 3.083], [2.608, 0.669, 3.891], [4.029, 2.567, 2.397], [4.047, 3.441, 1.729], [3.795, 2.873, 3.426], [5.043, 2.135, 2.412], [0.255, 0.474, 0.543], [-1.236, 0.555, 1.608], [-2.188, 0.591, 2.311], [1.117, -0.211, -1.156], [0.689, 0.182, -2.307], [1.754, 0.431, -3.351], [2.963, -0.270, -3.250], [1.607, 1.439, -4.324], [3.982, -0.041, -4.181], [3.070, -1.009, -2.446], [2.633, 1.680, -5.240], [0.677, 2.008, -4.373], [3.812, 0.929, -5.179], [4.906, -0.627, -4.138], [2.495, 2.450, -6.003], [4.602, 1.110, -5.907], [-0.676, -4.534, 3.631], [-0.609, -3.636, 2.477], [-0.160, -2.367, 2.536], [0.610, -1.752, 1.093], [-0.255, -1.642, 3.658], [-1.300, -1.824, 4.665], [0.127, -4.325, 4.350], [-0.562, -5.554, 3.258], [-1.653, -4.459, 4.122], [-0.422, -4.086, 1.578], [0.215, -0.736, 3.636], [-0.979, -2.543, 5.429], [-1.475, -0.858, 5.147], [-2.244, -2.156, 4.210]], "lowdin_charge": [-0.31, -0.25, 0.00, 0.01, 0.00, 0.14, 0.14, 0.14, -0.03, 0.99, 1.34, -0.20, 0.10, 0.09, -0.25, 0.08, -0.69, -0.70, -0.68, -0.65, -0.07, 0.06, 0.11, 0.06, -0.08, 0.07, 0.10, 0.10, -0.09, 0.10, 0.09, 0.06, -0.08, 0.05, 0.11, 0.06, -0.12, 0.02, 0.09, 0.11, -0.08, 0.07, 0.11, 0.09, -0.07, 0.11, 0.07, 0.08, -0.05, 0.08, 0.06, 0.11, -0.06, 0.11, 0.07, 0.08, -0.10, 0.08, 0.11, 0.01, -0.09, 0.01, 0.11, 0.07, -0.07, 0.10, 0.08, 0.11, 0.98, -0.44, 0.08, -0.09, -0.46, -0.12, 0.08, 0.09, 0.07, 0.15, 0.06, 0.14, 0.01, 0.15, 0.15, 0.14, -0.04, -0.01, -0.68, 0.71, 0.01, -0.04, 0.11, 0.11, 0.09, 0.12, 0.10, 0.10, 0.10, 0.11]}


[2]
{"formula": "C34H56BClCsF3KN5Na2O12", "method": "ωB97M-V with the def2-TZVPD basis set", "orbital_gap_ev": 2.168, "e_homo_ev": -5.17, "species": ["C", "C", "C", "C", "C", "C", "C", "C", "C", "C", "C", "C", "C", "N", "B", "O", "C", "C", "C", "N", "C", "N", "C", "O", "F", "C", "O", "F", "N", "N", "O", "H", "H", "H", "H", "H", "H", "H", "H", "H", "H", "H", "H", "H", "H", "H", "H", "H", "H", "H", "H", "H", "H", "H", "H", "H", "H", "H", "H", "H", "H", "H", "H", "H", "H", "H", "C", "C", "C", "O", "H", "H", "H", "H", "H", "H", "H", "Cl", "Na", "F", "O", "C", "O", "C", "C", "C", "H", "H", "H", "H", "H", "H", "Cs", "C", "C", "O", "H", "H", "H", "H", "H", "H", "Na", "C", "C", "C", "O", "C", "C", "C", "O", "O", "O", "H", "H", "K"], "coordinates": [[2.386, -0.165, 0.509], [1.787, -0.852, -0.712], [0.249, -0.770, -0.827], [-0.433, 0.237, 0.097], [-1.924, 0.338, -0.245], [-2.205, 1.111, -1.547], [-3.538, 1.862, -1.464], [-3.553, 3.006, -0.449], [-3.085, 4.316, -1.110], [-2.410, 5.323, -0.172], [-1.272, 4.747, 0.665], [-0.125, 4.197, -0.189], [0.671, 5.375, -0.706], [1.594, 5.045, -1.831], [3.038, 5.158, -1.506], [3.437, 6.382, -1.045], [4.021, 3.952, -1.716], [4.532, 3.356, -0.395], [1.045, 4.689, -2.985], [-0.249, 4.531, -3.284], [-0.331, 4.150, -4.533], [-1.553, 3.814, -5.163], [-1.505, 2.340, -5.177], [-0.695, 1.663, -4.420], [-2.381, 1.655, -5.939], [-1.811, 4.445, -6.346], [-1.077, 5.174, -6.990], [-3.002, 4.131, -6.808], [0.859, 4.087, -5.086], [1.742, 4.434, -4.128], [3.052, 4.467, -4.492], [3.439, -0.441, 0.557], [1.936, -0.507, 1.435], [2.355, 0.920, 0.423], [2.132, -1.884, -0.715], [2.209, -0.372, -1.603], [-0.017, -0.460, -1.841], [-0.190, -1.754, -0.656], [0.024, 1.214, -0.067], [-0.321, -0.038, 1.141], [-2.271, -0.688, -0.384], [-2.470, 0.746, 0.602], [-2.310, 0.396, -2.359], [-1.366, 1.769, -1.768], [-4.307, 1.123, -1.235], [-3.801, 2.280, -2.438], [-4.588, 3.163, -0.146], [-2.989, 2.767, 0.445], [-2.438, 4.104, -1.960], [-3.981, 4.791, -1.512], [-3.169, 5.730, 0.499], [-2.082, 6.171, -0.775], [-1.612, 4.024, 1.394], [-0.823, 5.566, 1.230], [0.469, 3.577, 0.480], [-0.511, 3.547, -0.970], [1.280, 5.715, 0.125], [0.020, 6.201, -0.975], [3.821, 6.355, -0.161], [4.838, 4.251, -2.372], [3.485, 3.169, -2.253], [4.950, 4.114, 0.264], [5.345, 2.668, -0.615], [3.765, 2.771, 0.101], [1.120, 3.814, -6.047], [3.349, 5.387, -4.387], [2.903, -4.950, -1.092], [2.289, -4.932, 0.304], [1.024, -5.802, 0.291], [1.970, -3.625, 0.564], [2.169, -4.526, -1.761], [3.812, -4.351, -1.162], [3.181, -6.021, -1.478], [3.003, -5.439, 0.973], [0.286, -5.417, -0.438], [0.548, -5.804, 1.273], [1.253, -6.839, 0.027], [3.728, -7.786, -0.974], [0.376, 5.695, -8.114], [0.420, 5.204, 2.819], [3.575, -5.346, 3.565], [3.217, -4.375, 4.153], [3.777, -4.010, 5.350], [3.093, -2.876, 5.889], [2.422, -2.207, 4.696], [2.116, -3.397, 3.785], [2.367, -3.226, 6.628], [3.817, -2.232, 6.387], [1.546, -1.621, 4.972], [3.131, -1.541, 4.199], [1.151, -3.851, 4.017], [2.159, -3.138, 2.724], [-0.192, -0.028, -5.033], [-5.004, 0.304, 3.159], [-3.993, -0.828, 3.127], [-2.900, -0.569, 4.007], [-4.527, 1.246, 2.881], [-5.831, 0.114, 2.474], [-5.411, 0.430, 4.165], [-3.576, -0.936, 2.127], [-4.464, -1.775, 3.406], [-3.257, -0.484, 4.896], [0.969, -4.764, -2.827], [-2.765, -6.970, 2.747], [-2.522, -7.248, 1.368], [-1.810, -8.560, 1.079], [-1.607, -8.946, -0.058], [-1.369, -9.338, 2.211], [-1.604, -9.055, 3.601], [-2.411, -7.793, 3.880], [-2.741, -7.474, 5.008], [-1.214, -9.746, 4.521], [-2.833, -6.520, 0.441], [-3.277, -6.051, 3.009], [-0.807, -10.229, 1.950], [1.232, 5.273, 4.765]], "lowdin_charge": [-0.11, -0.24, -0.20, -0.20, -0.19, -0.21, -0.20, -0.19, -0.21, -0.20, -0.21, -0.17, -0.10, 0.14, -0.51, 0.18, -0.14, -0.07, -0.22, 0.29, -0.30, 0.18, -0.53, -0.94, 0.04, -0.54, -0.04, 0.18, 0.21, -0.04, 0.11, 0.08, 0.07, 0.04, 0.06, 0.09, 0.06, 0.11, 0.09, 0.12, 0.11, 0.09, 0.09, 0.08, 0.11, 0.10, 0.11, 0.09, 0.07, 0.11, 0.11, 0.10, 0.11, 0.08, 0.11, 0.08, 0.12, 0.13, 0.12, 0.11, 0.10, 0.07, 0.08, 0.06, 0.13, 0.15, -0.18, -0.62, -0.07, -0.23, -0.05, 0.08, -0.12, 0.12, 0.05, 0.07, 0.04, -0.31, 0.54, -0.81, 0.14, -0.46, 0.01, -0.18, -0.16, -0.07, 0.12, 0.12, 0.11, 0.11, 0.13, 0.09, 1.36, -0.09, -0.32, -0.08, 0.07, 0.07, 0.07, 0.10, 0.11, 0.08, 0.76, 0.16, -0.38, -0.36, 0.11, 0.19, -0.35, -0.36, 0.10, 0.12, 0.09, 0.13, 0.14, 0.93]}